# C5H6N2O2

An isolated molecule of C5H6N2O2 (ωB97M-V/def2-TZVPD, the OMol25 dataset).

Computed properties:
relative energy (zero: lowest compared OMol25 entry of this formula, charge and spin): 7.2766 eV
frontier orbital gap: 7.738 eV
SMILES: [O-][n+]1ccc(NO)cc1

```
15
Properties=species:S:1:pos:R:3:lowdin_charge:R:1
O 3.087 -0.121 -0.528 -0.1890
N 1.783 -0.328 -0.082 -0.1672
C 1.004 -1.261 -0.719 -0.0840
C -0.329 -1.193 -0.651 -0.0221
C -0.949 -0.057 -0.080 -0.2792
N -2.342 0.296 -0.069 -0.0807
O -2.690 0.832 1.206 -0.1599
C -0.206 1.008 0.283 -0.0221
C 1.157 0.816 0.343 -0.0127
H 1.518 -1.800 -1.512 0.1387
H -0.672 -2.338 -1.130 0.1964
H -3.027 -0.573 -0.240 0.1786
H -2.518 -0.058 1.983 0.2353
H -0.493 1.758 0.955 0.1108
H 1.866 1.676 0.518 0.1572
```

# C5H6N2O2

An isolated molecule of C5H6N2O2 (ωB97M-V/def2-TZVPD, the OMol25 dataset).

Computed properties:
relative energy (zero: lowest compared OMol25 entry of this formula, charge and spin): 2.9906 eV
frontier orbital gap: 9.756 eV
SMILES: CC(=O)Nc1ncco1

```
15
Properties=species:S:1:pos:R:3:lowdin_charge:R:1
C -2.956 -0.283 0.152 0.0634
C -1.529 0.296 -0.196 -0.3590
O -1.331 1.448 -0.542 0.0905
N -0.441 -0.588 0.079 0.2024
C 0.813 -0.236 -0.051 -0.4207
N 1.799 -1.066 -0.352 0.1394
C 2.891 -0.238 -0.201 -0.2223
C 2.641 0.960 0.135 -0.0738
O 1.187 1.022 0.271 0.0638
H -2.859 -0.508 1.004 -0.0465
H -3.057 -1.133 -0.518 0.1006
H -3.705 0.478 0.068 0.0957
H -0.691 -1.406 0.227 0.0501
H 4.044 -0.685 -0.357 0.1736
H 3.192 1.940 0.280 0.1428
```